No. 1
This record from the Open Molecules 2025 dataset describes one molecule with the formula C6H12O. The level of theory is the ωB97M-V functional and the def2-TZVPD basis.

As for the HOMO-LUMO gap: 9.77 eV. Its net charge is 0. The HOMO energy is -8.8 eV. As for the SMILES: C=C(O)CCCC.

Structure (XYZ):
```
19
Properties=species:S:1:pos:R:3:nbo_charge:R:1
C 1.999 -0.576 0.349 -0.562
C 1.277 0.504 0.660 0.351
O 1.158 0.962 1.940 -0.688
C 0.390 1.281 -0.269 -0.464
C -1.092 0.968 0.030 -0.383
C -1.383 -0.532 0.097 -0.407
C -0.971 -1.259 -1.190 -0.622
H 2.157 -0.884 -0.677 0.214
H 0.022 -1.703 -1.067 0.214
H 2.428 -1.204 1.127 0.195
H 1.780 0.465 2.489 0.479
H 0.565 2.356 -0.147 0.225
H 0.628 1.019 -1.305 0.216
H -1.383 1.449 0.971 0.212
H -1.709 1.412 -0.763 0.201
H -2.447 -0.681 0.315 0.205
H -0.838 -0.966 0.944 0.204
H -1.676 -2.047 -1.469 0.212
H -0.906 -0.566 -2.038 0.196
```


No. 2
This record from the Open Molecules 2025 dataset describes a 6-piece molecular cluster, C5H18NO7 overall in a non-equilibrium geometry. The level of theory is the ωB97M-V functional and the def2-TZVPD basis.

As for the HOMO-LUMO gap: 9.14 eV. Its net charge is -1. The HOMO energy is -6.0 eV.

Structure (XYZ):
```
31
Properties=species:S:1:pos:R:3:nbo_charge:R:1
C 1.726 -1.227 -0.606 -0.212
C 1.512 -0.416 -1.922 -0.477
C 1.927 1.028 -1.840 -0.184
C 1.514 1.874 -2.779 -0.404
N 1.158 -0.667 0.642 -0.703
C -0.178 -0.161 0.581 0.884
O -0.880 -0.294 -0.438 -0.779
O -0.514 0.418 1.648 -0.853
H 1.245 -2.126 -0.972 0.196
H 2.813 -1.302 -0.501 0.175
H 0.431 -0.348 -2.103 0.267
H 1.909 -1.002 -2.771 0.201
H 2.198 1.469 -0.892 0.207
H 1.594 2.945 -2.835 0.180
H 0.979 1.706 -3.708 0.179
H 1.911 -0.259 1.160 0.381
H 2.796 1.185 2.911 0.460
H 1.469 1.672 2.272 0.502
O 2.378 1.954 2.500 -0.964
H -1.775 -3.003 0.762 0.488
H -3.032 -2.477 0.016 0.488
O -2.580 -3.279 0.318 -0.977
H -1.362 2.421 0.098 0.477
H -2.331 1.555 0.634 0.486
O -2.332 2.389 0.138 -0.971
H -2.601 0.056 -0.393 0.500
H -3.762 0.930 -0.217 0.467
O -3.577 -0.019 -0.252 -1.000
H -0.205 -1.903 3.137 0.459
H -1.307 -1.110 2.537 0.502
O -1.127 -2.010 2.875 -0.975
```


No. 3
This record from the Open Molecules 2025 dataset describes N2O8S2 as an isolated structure in a non-equilibrium geometry. The level of theory is the ωB97M-V functional and the def2-TZVPD basis.

As for the HOMO-LUMO gap: 8.50 eV. Its net charge is 0. The HOMO energy is -10.4 eV.

Structure (XYZ):
```
12
Properties=species:S:1:pos:R:3:nbo_charge:R:1
N 2.919 -0.006 0.492 0.429
N -0.226 0.418 -1.717 0.725
O 0.525 -0.530 -1.621 -0.456
O 2.176 -0.978 0.847 -0.398
O -1.006 0.445 -2.622 -0.372
O 2.273 0.890 -0.064 -0.368
O -1.878 -0.760 0.466 -0.868
O -3.300 -0.265 2.357 -0.797
O 0.339 0.903 1.674 -0.842
O -0.176 1.261 -0.829 -0.457
S 0.589 0.188 0.502 1.728
S -3.242 -0.574 0.968 1.675
```


No. 4
This record from the Open Molecules 2025 dataset describes C2H3ORb as an isolated structure in a non-equilibrium geometry. The level of theory is the ωB97M-V functional and the def2-TZVPD basis.

As for the HOMO-LUMO gap (spin up / spin down): 7.67 / 8.76 eV. Its expectation value of S² is 0.7560. Its net charge is +1. The HOMO energy (spin up / spin down) is -11.9 / -13.1 eV. As for the multiplicity: 2.

Structure (XYZ):
```
7
Properties=species:S:1:pos:R:3:nbo_charge:R:1
O 0.980 0.342 -0.002 -0.751
Rb 2.699 -2.427 -0.059 0.994
H 1.531 1.127 -0.135 0.504
C -0.286 0.652 0.341 0.322
C -1.413 0.090 -0.042 -0.616
H -1.583 -0.335 -1.035 0.254
H -1.928 0.550 0.932 0.292
```


How do the records compare in DFT total energy? In the order shown, they have -311.0305, -782.8178, -1507.4694, -176.9814 Ha.
How do the records compare in ΔE to the lowest compared entry with this formula, charge and spin? In the order shown, they have 18.06, 26.24, 22.67, 21.32 kcal/mol.